(1)
DFT (wB97M-V/def2-TZVPD) results for a molecular structure, C3H8InNO3 at a distorted geometry.

Geometry (Å):
In 0.224817 -2.412036 1.869887
C 4.359809 -2.764678 -5.023587
C 5.007368 -2.212931 -3.769956
O 4.040800 -1.625364 -2.970118
H 3.550494 -3.488123 -4.924943
H 5.133151 -3.180061 -5.669739
H 3.973746 -1.942330 -5.625922
H 5.770363 -1.462413 -3.976472
H 5.461404 -3.020863 -3.196189
C -5.737394 3.597047 4.414255
N -4.850516 2.565170 5.111394
O -4.069309 1.853607 4.486817
O -4.956582 2.633443 6.335700
H -6.096706 3.127814 3.498388
H -5.219768 4.555427 4.373418
H -6.591677 3.776292 5.067070

Forces on atoms 1 to 6 (eV/Å):
-0.1 0.0 0.2
-1.1 -1.3 -1.8
-2.7 5.1 1.0
2.6 -2.3 -1.8
0.2 -0.1 0.3
0.5 -0.4 0.5

Energy above the lowest of the compared OMol25 structures with the same formula, charge and spin: 33.1 kJ/mol
Calculated total energy: -16020.4153 eV
Net charge: +2



(2)
DFT (wB97M-V/def2-TZVPD) results for 6 unconnected molecules or ions with the total composition H13NO5 at a distorted geometry.

Geometry (Å):
N -0.153024 -0.238876 -1.866367
H 0.864624 -0.094214 -1.827664
H -0.160342 -0.855015 -2.684697
H -0.252886 -0.919831 -1.111786
H 0.482756 1.176113 0.553439
H 1.320107 2.247536 0.012994
O 1.367926 1.296816 0.180658
H -2.767533 -0.339430 0.704111
H -3.418716 0.250048 -0.536814
O -3.217355 -0.591555 -0.106576
H -1.548631 1.135563 -1.742415
H -2.262027 2.320174 -2.218339
O -2.110484 1.855799 -1.385095
H 3.451198 -0.104450 1.445619
H 4.131401 -1.397977 1.660510
O 3.309387 -0.947730 1.896890
H -0.323789 -1.991940 2.437466
H 0.971868 -1.355429 2.647009
O 0.315521 -1.445601 1.941057

Forces on atoms 1 to 6 (eV/Å):
1.2 -1.1 -0.5
-0.4 0.7 0.3
-0.6 0.2 -0.1
-0.4 0.2 0.2
0.1 -0.6 0.0
0.4 -0.1 -0.2

Energy above the lowest of the compared OMol25 structures with the same formula, charge and spin: 103.7 kJ/mol
Calculated total energy: -11938.8007 eV
Structure (SMILES): N.O.O.O.O.O



(3)
DFT (wB97M-V/def2-TZVPD) results for a molecular structure, C3H3CeLiO4 at a distorted geometry.

Geometry (Å):
H -1.642290 -1.085104 0.705301
C -2.028567 -0.287321 -0.359955
C -0.607579 -0.637239 -0.234467
O 0.137884 0.352495 0.246399
C 1.534388 0.211680 0.395523
O 1.993422 -0.903620 0.660876
O 2.156642 1.276854 0.308565
O -2.383521 0.940392 -0.337619
Ce 4.593298 0.140435 0.930403
H -2.500571 -1.004356 -1.072899
H -0.140856 -1.294007 -0.980141
Li -1.112250 2.289790 -0.261989

Forces on atoms 1 to 6 (eV/Å):
1.4 -0.5 -0.2
2.1 1.8 -3.9
-2.8 0.0 0.0
0.9 1.1 0.1
-0.3 -0.3 0.5
0.8 -0.3 -0.1

Energy above the lowest of the compared OMol25 structures with the same formula, charge and spin: 242.3 kJ/mol
Calculated total energy: -24464.9948 eV
Net charge: +2
2S+1: 3



(4)
DFT (wB97M-V/def2-TZVPD) results for a molecular structure, C20H23Cl2N2O8PdS2.

Geometry (Å):
Pd 1.100145 -0.924889 0.415569
C -7.088653 -1.115670 1.433857
C -5.633630 -1.460321 1.555697
C -5.169480 -2.723515 1.190455
C -3.826174 -3.039906 1.271476
C -2.942696 -2.069528 1.728714
C -3.371846 -0.799866 2.099846
C -4.718567 -0.508446 2.008959
S -1.262936 -2.482150 1.851013
O -0.492444 -1.235680 1.714250
O -0.919593 -3.578816 0.995331
N -1.058213 -2.848318 3.473806
C -0.787653 -4.059007 3.739978
C 1.689070 -4.782580 1.051412
O 1.165864 -5.763644 1.368807
O 2.208510 -3.792883 0.738326
H -7.712447 -2.006760 1.472398
H -7.276165 -0.618389 0.479994
H -7.400464 -0.436034 2.225523
H -5.870400 -3.466724 0.833048
H -3.463746 -4.014084 0.971906
H -2.662739 -0.056702 2.437686
H -5.068996 0.476563 2.289374
H -0.694368 -4.831671 2.974487
H -0.644652 -4.327933 4.782158
Cl 1.004613 1.770751 2.638099
C 1.551130 0.331855 3.454203
Cl 2.507963 -0.734334 2.346291
H 0.702249 -0.255942 3.782618
H 2.228011 0.576537 4.264389
C 5.815248 5.746119 -0.576737
C 4.522584 5.031630 -0.852130
C 3.493677 5.655920 -1.554146
C 2.295433 5.005229 -1.795347
C 2.123925 3.709850 -1.326674
C 3.131474 3.066837 -0.616725
C 4.323837 3.732096 -0.388633
S 0.616348 2.868334 -1.663558
O -0.441416 3.820526 -1.792589
O 0.535896 1.777649 -0.729493
N 0.775818 2.195178 -3.154687
C 1.883668 1.298961 -3.460306
C 1.516762 -0.186529 -3.318585
C 1.366252 -0.597245 -1.899865
O 0.278469 -1.029472 -1.414757
O 2.345628 -0.521271 -1.074701
H 5.885035 6.673326 -1.142237
H 6.669966 5.120679 -0.835242
H 5.898462 5.991532 0.483442
H 3.631089 6.668776 -1.911236
H 1.491208 5.500315 -2.323564
H 2.970368 2.062996 -0.244275
H 5.114278 3.237144 0.162759
H 0.516967 2.854040 -3.875132
H 2.754999 1.523591 -2.839258
H 2.177299 1.475313 -4.492959
H 2.318967 -0.790263 -3.749814
H 0.589310 -0.403492 -3.846058

Forces on atoms 1 to 6 (eV/Å):
-0.1 0.0 0.1
0.0 0.0 0.0
0.0 0.0 0.0
0.0 0.0 0.0
0.0 0.0 0.0
0.0 0.0 0.0

Energy above the lowest of the compared OMol25 structures with the same formula, charge and spin: 13.3 kJ/mol
Calculated total energy: -90662.3516 eV
Net charge: +1